1.
Entry from OMol25: the ion C18H21N4O with charge +1 (the ωB97M-V functional and the def2-TZVPD basis).

E_HOMO   -10.247 eV
SMILES   Cc1ccc(Nc2nc([NH2+]CCO)c3ccccc3n2)cc1C
Charge   +1

Atoms and positions in Å:
O 3.5627 -3.6386 0.0481
H -2.1285 1.2253 0.0694
C -4.6937 1.9989 0.3445
H -6.7724 0.1962 1.1697
C 3.5996 1.9031 -0.1966
H 2.1386 4.8886 0.3848
H -5.3759 2.2715 -0.4595
H -2.8075 -2.9647 -0.3862
C 2.3925 -0.2948 -0.4380
H 0.0928 3.4983 0.3383
C -6.5346 -0.2670 0.2129
C 3.4733 3.2461 0.0207
N 3.6283 -1.0895 -0.6464
H -5.2455 2.0703 1.2807
C -2.3089 -0.8859 -0.1710
H 4.1660 -3.1320 1.9860
C 4.3269 -1.4484 0.6175
H 4.2728 -4.2874 0.0894
H -3.8782 2.7163 0.3662
H -7.0658 -1.2121 0.1442
C -3.1865 -1.9639 -0.2365
C 1.1499 1.6737 -0.0298
C -2.8119 0.3949 0.0199
C 3.6388 -2.7282 1.1210
H 4.2479 -0.6381 1.3418
C 2.2041 3.8249 0.2160
N -0.9416 -1.1626 -0.3089
H 4.2447 -0.6017 -1.3017
C -4.1762 0.6096 0.1444
H -5.2179 -2.5915 -0.1614
H -6.9006 0.3944 -0.5714
C 0.1213 -0.3567 -0.2679
C 2.4490 1.0890 -0.2251
N 1.3139 -1.0061 -0.4656
H -0.7186 -2.1361 -0.4782
H 2.6096 -2.4969 1.4107
C -5.0602 -0.4739 0.0805
H 4.5803 1.4713 -0.3443
H 3.3320 -2.0131 -1.0352
N 0.0367 0.9439 -0.0533
H 4.3494 3.8748 0.0429
H 5.3792 -1.6425 0.3994
C 1.0692 3.0668 0.1925
C -4.5442 -1.7494 -0.1099

Atomic forces in eV per Å
O 0.0 -0.2 -0.2
H -0.1 0.0 0.0
C 0.0 0.0 0.0
H -0.1 0.0 0.1
C 0.1 0.2 0.0
H 0.0 0.1 0.0
H -0.1 0.1 0.0
H 0.1 -0.1 0.0
C -0.7 -0.1 0.0
H -0.1 0.1 0.0
C 0.0 0.0 0.0
C 0.3 -0.3 -0.1
N -0.4 0.1 -0.4
H -0.1 0.1 0.1
C -0.6 0.2 0.1
H 0.0 0.1 0.0
C 0.2 -0.5 0.8
H 0.0 0.0 0.0
H 0.0 0.1 0.0
H -0.1 0.0 0.0
C 0.2 0.1 0.0
C 1.0 -0.2 -0.1
C 0.1 0.0 0.0
C 0.0 0.4 0.2
H 0.0 0.1 -0.2
C -0.3 -0.1 0.0
N 0.1 -0.7 -0.1
H -0.1 -0.2 0.1
C 0.0 -0.3 0.0
H -0.1 -0.1 0.0
H -0.1 0.0 0.0
C 0.6 0.7 0.1
C -0.5 0.3 0.1
N 0.7 -0.3 -0.1
H 0.0 0.2 0.0
H 0.1 0.0 0.1
C 0.1 0.0 0.0
H 0.1 0.0 0.0
H 0.2 0.4 -0.2
N -0.7 -0.5 0.0
H 0.1 0.0 0.0
H -0.1 0.1 -0.1
C 0.2 0.1 0.0
C 0.1 0.1 0.0

Results of the Löwdin charge analysis, in e, for atoms 1 through 6: atom 1 (O): -0.05, atom 2 (H): 0.09, atom 3 (C): -0.04, atom 4 (H): 0.09, atom 5 (C): -0.04, atom 6 (H): 0.12

2.
Entry from OMol25: a cluster of 2 separate species, C18H21N5O in total (the ωB97M-V functional and the def2-TZVPD basis).

ΔE to the lowest compared entry with this formula, charge and spin   2.783 eV
E_HOMO   -7.847 eV
SMILES   COc1ccc(C=C(C#N)C#N)cc1.C1CN=C2NCCCN2C1

Atoms and positions in Å:
H -0.0151 -1.6293 -0.3003
H 1.6905 1.5728 -3.5881
N 1.2810 -0.3884 -2.9686
H -4.6876 2.5651 2.9026
C -0.9429 0.9813 2.0297
C 3.3826 0.3376 2.5508
H 1.3601 -1.9632 -4.3361
H 2.1999 2.0961 -1.0125
H -1.4595 -2.7541 -1.8257
H -0.3087 1.6906 1.4988
C -1.1948 -1.1047 3.2513
C 0.6633 -1.1704 -4.0204
H -0.7342 -1.9876 3.6899
N 1.3524 2.8741 3.6457
C -0.3617 -0.1838 2.5681
C -0.4877 -2.4434 -2.2210
C 3.2679 0.8137 -2.3466
C -0.6400 -1.7737 -3.5696
C -3.1131 0.3013 2.8339
H -3.1859 -1.5458 3.9542
C 1.6205 1.8344 3.1725
H 3.9172 1.6487 -2.6250
H 0.5226 -0.5213 -4.8923
N 0.0898 -1.5032 -1.2990
H -2.7403 2.1098 1.6668
C 1.0587 -0.4360 2.4386
C -2.3020 1.2196 2.1184
H 3.3428 1.0034 -0.1983
H -1.4145 -0.9991 -3.5236
C -2.5387 -0.8635 3.4053
H 1.4040 -1.4577 2.2704
H 0.1600 -3.3287 -2.3142
C 2.2206 0.6208 -3.4170
C 1.9796 0.5611 2.6261
H 3.8988 -0.0801 -2.2830
C 1.0135 -0.5434 -1.6396
C -5.0952 1.6403 2.4708
H -5.0041 1.6716 1.3760
H 2.6509 0.3034 -4.3730
H -0.9545 -2.5087 -4.3121
H -6.1422 1.5259 2.7552
O -4.4473 0.4729 3.0207
N 1.5523 0.1371 -0.6566
C 2.6058 1.0685 -1.0069
N 4.5352 0.1360 2.4839

Atomic forces in eV per Å
H 0.1 0.1 -0.4
H 0.1 -0.1 -0.1
N -0.1 0.0 -0.5
H -0.1 -0.3 -0.1
C 0.4 -0.4 -0.1
C 2.9 -0.8 -0.4
H -0.1 0.0 0.0
H 0.1 -0.1 0.1
H 0.1 -0.1 -0.1
H -0.2 -0.2 0.0
C 0.6 0.4 -0.4
C 0.4 -0.2 0.0
H -0.2 0.1 -0.1
N 0.6 -2.4 -1.1
C -1.0 0.0 0.0
C 0.2 -0.1 0.2
C 0.6 -0.1 -0.2
C -0.5 -0.1 -0.3
C 0.5 0.3 -0.2
H 0.2 0.2 -0.1
C -0.8 2.7 0.9
H 0.0 0.0 0.1
H -0.1 -0.1 0.1
N -0.1 0.4 0.3
H 0.2 -0.3 0.2
C 0.9 1.0 0.4
C -0.7 -0.6 0.6
H 0.1 0.3 -0.2
H 0.1 -0.1 0.1
C -0.6 0.6 -0.3
H 0.0 0.3 -0.1
H -0.2 -0.1 -0.1
C -0.2 0.3 0.4
C -0.7 -1.0 0.4
H -0.1 0.0 0.0
C 0.5 0.5 1.3
C 0.3 -0.4 0.2
H 0.0 -0.1 0.3
H 0.0 0.0 0.2
H -0.1 0.0 0.0
H 0.2 0.1 -0.1
O 0.0 0.3 -0.2
N -0.6 -1.0 -1.2
C -0.2 0.4 0.3
N -2.5 0.5 0.2

Results of the Löwdin charge analysis, in e, for atoms 1 through 6: atom 1 (H): 0.13, atom 2 (H): 0.13, atom 3 (N): -0.06, atom 4 (H): 0.10, atom 5 (C): -0.03, atom 6 (C): -0.20

3.
Entry from OMol25: a structure of composition C18H21N5O2ReS (the ωB97M-V functional and the def2-TZVPD basis).

ΔE to the lowest compared entry with this formula, charge and spin   0.000 eV
E_HOMO (spin up / spin down)   -21.350 / -21.618 eV
2S+1   4
Charge   +4

Atoms and positions in Å:
H 4.5296 -4.2763 -1.8445
C 0.4613 1.9809 3.7490
C 2.0965 0.4302 0.3418
C -1.1639 -0.1114 -2.2870
C -0.5809 -1.3049 -2.7317
H 5.3461 -3.3451 -0.5469
C -0.4722 0.7722 2.1398
H -0.5216 6.6006 -0.3014
N -0.0023 3.5315 0.0363
N 0.3242 1.8322 2.3851
C 0.4528 6.0834 -0.2821
S -0.9142 0.2302 0.5619
H -0.9298 -1.8317 3.5301
Re 0.8513 -0.7138 -0.5624
C 1.5014 -0.1267 -3.2081
H 5.4114 -2.7643 -2.2354
H -5.3397 -3.8479 0.3944
H 1.1034 -2.2211 -3.7378
C -0.2200 0.9701 4.3499
C 0.2125 4.6612 -0.1246
H 1.5597 1.9459 -2.5415
H -2.1682 -0.9410 4.4257
H 2.5173 -0.0828 -3.6165
H 1.0104 6.2931 -1.2091
C 0.9573 1.0357 -2.6284
O 2.8691 1.1789 0.8092
C 3.5814 -2.5098 -1.3161
H -0.7764 1.9708 -1.7267
O 0.0811 -3.0643 1.3036
C -4.0657 -2.3952 -0.3398
C 0.7298 -1.3068 -3.2647
N -3.0139 -1.9142 -0.2370
H -6.1244 -2.2828 -0.0189
H -1.1788 -2.2230 -2.7203
C 4.7901 -3.2723 -1.4898
H -2.3078 -1.1134 2.6619
C -5.3740 -3.0231 -0.3298
H -0.3602 0.7392 5.3842
H -5.6281 -3.4085 -1.3257
H 1.0744 2.7691 4.1441
N -0.8274 0.2391 3.3286
H 0.6213 2.4903 1.6476
C -0.3754 1.0568 -2.1824
H 1.0424 6.4268 0.5823
C -1.6121 -0.9825 3.4923
C 0.4274 -2.1632 0.6388
H -2.2140 -0.1143 -1.9676
N 2.6187 -1.8981 -1.1303

Atomic forces in eV per Å
H 0.1 0.1 0.0
C 1.6 1.9 -3.1
C 4.3 3.2 3.4
C -0.1 0.3 0.5
C 0.0 -0.7 0.0
H -0.2 0.1 -0.1
C 0.6 -0.3 -0.6
H 0.4 -0.1 0.0
N 0.6 0.7 0.1
N 0.1 0.7 1.8
C 0.0 0.3 0.0
S -1.2 1.1 1.1
H 0.0 0.0 0.0
Re -0.1 0.3 -4.4
C 0.0 -0.2 -0.2
H 0.0 -0.1 0.0
H -0.1 0.2 -0.2
H 0.0 0.4 0.3
C -2.6 -2.8 -1.1
C -0.2 -0.9 0.1
H -0.2 -0.3 -0.1
H 0.0 0.1 0.0
H -0.4 -0.2 0.2
H -0.2 -0.1 0.3
C 0.4 0.0 0.5
O -3.3 -3.0 -2.1
C -0.4 0.3 0.5
H 0.1 -0.3 -0.3
O 1.6 4.1 -2.9
C 1.1 0.5 0.4
C -0.1 0.0 0.0
N -0.8 -0.3 -0.3
H 0.2 -0.3 -0.1
H 0.2 0.3 -0.2
C 0.2 -0.1 -0.2
H 0.1 0.2 0.0
C -0.2 -0.1 -0.1
H 0.0 -0.2 0.5
H 0.1 0.1 0.3
H 0.1 0.2 0.4
N 0.6 0.7 1.9
H -0.2 0.3 -0.2
C -0.3 0.0 0.0
H -0.2 0.0 -0.3
C -0.3 -0.7 0.2
C -1.2 -5.3 4.0
H 0.4 0.0 -0.1
N 0.0 0.2 0.0

Results of the Löwdin charge analysis, in e, for atoms 1 through 6: atom 1 (H): 0.13, atom 2 (C): 0.16, atom 3 (C): -0.22, atom 4 (C): -0.13, atom 5 (C): -0.07, atom 6 (H): 0.13

4.
Entry from OMol25: an isolated molecule of C18H21N5O3 (the ωB97M-V functional and the def2-TZVPD basis).

ΔE to the lowest compared entry with this formula, charge and spin   1.971 eV
E_HOMO   -8.928 eV
SMILES   CC(C)(C)Cn1c(CN2C(=O)OC(C)(C)C2=O)cc2cnc(C#N)nc21

Atoms and positions in Å:
C 1.1110 -1.0056 -3.4694
H -2.3664 4.7505 2.4275
C -0.2377 1.2566 3.4972
H 1.0824 -0.5295 -4.4410
C 0.2317 -0.5336 0.5210
C -1.2119 2.2562 1.8266
N 0.3168 -3.3677 -1.6571
C -1.8725 4.2978 3.2733
C 3.4350 -0.0882 -3.0605
H 1.6497 0.5458 1.7431
O 0.6273 0.6119 4.0720
O -1.1706 2.0615 4.1192
H 0.9703 1.4433 0.4313
C 2.1342 -0.9885 -1.1619
C 0.1123 -2.4229 -0.7603
H 1.3239 1.6658 -3.2626
H -2.7394 -3.5968 0.6225
O -1.4559 2.5629 0.6622
H -1.5446 -1.0152 1.7237
H 0.4234 1.1553 -1.8516
N -0.0098 -6.4749 -3.0502
H 3.4713 0.6804 -3.8010
H 4.1536 0.1956 -2.2876
N -0.3238 1.2753 2.1211
C 0.7244 0.7379 1.1969
C -1.8545 -3.5363 0.0197
H -3.9807 2.8906 2.5144
C -3.3570 2.3626 3.2133
H 1.5015 -2.0001 -3.6795
C 1.4124 1.1965 -2.2828
H -2.4152 4.5472 4.2043
H -3.7296 2.5605 4.1974
C -0.8782 -1.2509 0.9011
H 2.6298 -1.9110 -1.3635
H 2.0542 1.7984 -1.6301
H 0.0590 -1.0991 -3.1803
C -1.8902 2.7477 3.1001
N 0.8456 -1.2670 -0.5034
H 2.7572 -0.3987 -0.4330
C -0.5517 -4.3824 -1.6502
C 1.9710 -0.2113 -2.4739
H -3.4686 1.2850 3.0958
H 3.7989 -1.0337 -3.5356
H -0.8398 4.6269 3.3476
N -1.6463 -4.4550 -0.8921
C -0.9579 -2.4473 0.0921
C -0.2946 -5.4964 -2.4955

Atomic forces in eV per Å
C -0.2 0.0 -0.2
H 0.0 0.1 -0.3
C 2.7 -1.7 2.3
H 0.1 0.5 -0.2
C -1.2 -1.6 0.3
C -1.4 0.5 -3.7
N 0.9 -0.9 -0.6
C 0.7 -1.1 0.6
C -0.5 -1.1 0.4
H -0.3 0.0 0.4
O -1.8 1.2 -0.4
O 1.4 -0.9 -0.8
H -0.2 0.9 -0.3
C -0.7 1.7 0.8
C 0.3 0.6 -0.1
H 0.1 0.2 0.1
H -0.3 -0.1 0.3
O 0.0 0.4 1.7
H 0.1 0.1 -0.3
H -0.4 0.1 0.2
N -0.5 1.4 0.5
H -0.1 0.5 -0.6
H -0.1 0.0 0.1
N 0.6 0.5 0.5
C -0.7 -0.9 0.1
C 1.1 1.4 -0.7
H -0.1 0.1 -0.5
C 0.2 -1.3 -0.4
H 0.0 -0.1 0.4
C 0.2 -0.4 0.0
H 0.3 -0.1 -0.5
H 0.1 0.4 0.7
C -0.1 -0.1 0.3
H 0.3 -0.8 0.0
H 0.0 0.0 -0.2
H 0.2 0.0 0.2
C -1.1 1.4 -0.1
N 0.9 -0.1 -0.6
H -0.5 -0.5 -0.7
C 0.1 2.2 0.8
C 1.4 -0.3 -0.8
H -0.1 -0.1 -0.3
H -0.4 0.6 0.5
H 0.0 0.3 0.0
N -0.4 -1.2 0.2
C -1.7 0.6 2.0
C 0.8 -2.1 -1.1

Results of the Löwdin charge analysis, in e, for atoms 1 through 6: atom 1 (C): -0.06, atom 2 (H): 0.09, atom 3 (C): -0.44, atom 4 (H): 0.08, atom 5 (C): -0.14, atom 6 (C): -0.35